Density functional theory data (wB97M-V/def2-TZVPD) for 10 unconnected molecules or ions with the total composition C36H98N6O12 in a non-equilibrium geometry.

Bonds (Å) are listed after each position.
Geometry (Å):
1 C -4.431 5.215 2.380  C2 1.512, H4 1.095, H5 1.088, H6 1.097
2 C -3.168 4.402 2.547  C1 1.512, O3 1.416, H7 1.096, H8 1.099
3 O -2.006 5.199 2.413  C2 1.416, H9 0.982
4 H -5.127 4.876 1.606  C1 1.095
5 H -4.485 6.298 2.278  C1 1.088
6 H -5.030 5.029 3.281  C1 1.097
7 H -3.149 3.501 1.924  C2 1.096
8 H -3.197 4.024 3.579  C2 1.099
9 H -1.369 4.598 1.968  O3 0.982
10 C -0.433 -4.986 2.515  C11 1.563, H13 1.090, H14 1.090, H15 1.091
11 C -1.488 -5.177 1.378  C10 1.563, O12 1.402, H16 1.096, H17 1.090
12 O -2.145 -6.410 1.504  C11 1.402, H18 0.961
13 H 0.143 -4.065 2.427  C10 1.090
14 H 0.228 -5.852 2.534  C10 1.090
15 H -0.920 -4.853 3.483  C10 1.091
16 H -0.985 -5.120 0.406  C11 1.096
17 H -2.125 -4.294 1.436  C11 1.090
18 H -1.470 -7.090 1.571  O12 0.961
19 C -2.719 -0.715 2.910  C20 1.515, H22 1.098, H23 1.087, H24 1.086
20 C -1.426 -1.325 3.413  C19 1.515, O21 1.470, H25 1.094, H26 1.096
21 O -1.576 -1.228 4.872  C20 1.470, H27 0.964
22 H -2.747 -0.967 1.842  C19 1.098
23 H -2.697 0.360 3.065  C19 1.087
24 H -3.602 -1.225 3.282  C19 1.086
25 H -0.479 -0.880 3.091  C20 1.094
26 H -1.289 -2.390 3.198  C20 1.096
27 H -1.147 -2.026 5.202  O21 0.964
28 C 5.757 -4.288 -1.122  C29 1.553, H31 1.093, H32 1.090, H33 1.091
29 C 4.284 -3.803 -1.198  C28 1.553, O30 1.407, H34 1.098, H35 1.087
30 O 3.812 -3.318 0.035  C29 1.407, H36 0.973
31 H 5.731 -5.332 -0.802  C28 1.093
32 H 6.304 -3.666 -0.413  C28 1.090
33 H 6.260 -4.373 -2.087  C28 1.091
34 H 3.829 -4.762 -1.479  C29 1.098
35 H 4.094 -2.984 -1.889  C29 1.087
36 H 3.924 -3.973 0.745  O30 0.973
37 C -2.786 4.224 -3.895  O38 1.404, H46 1.096, H47 1.091, H48 1.093
38 O -3.646 5.036 -3.138  C37 1.404, C39 1.443
39 C -2.956 5.531 -1.972  O38 1.443, C40 1.525, H49 1.093, H50 1.095
40 C -4.044 5.977 -1.000  C39 1.525, N41 1.464, H51 1.096, H52 1.096
41 N -5.025 6.955 -1.473  C40 1.464, C42 1.443, H53 1.014
42 C -6.033 7.156 -0.460  N41 1.443, C43 1.537, H54 1.090, H55 1.101
43 C -7.019 8.208 -0.993  C42 1.537, O44 1.420, H56 1.095, H57 1.093
44 O -7.899 8.557 0.064  C43 1.420, C45 1.425
45 C -9.099 9.118 -0.460  O44 1.425, H58 1.092, H59 1.091, H60 1.092
46 H -1.862 4.754 -4.149  C37 1.096
47 H -3.194 3.865 -4.841  C37 1.091
48 H -2.482 3.312 -3.375  C37 1.093
49 H -2.220 6.288 -2.253  C39 1.093
50 H -2.419 4.707 -1.491  C39 1.095
51 H -3.437 6.458 -0.224  C40 1.096
52 H -4.509 5.059 -0.625  C40 1.096
53 H -5.323 6.574 -2.364  N41 1.014
54 H -5.646 7.491 0.502  C42 1.090
55 H -6.544 6.202 -0.266  C42 1.101
56 H -7.569 7.739 -1.815  C43 1.095
57 H -6.394 9.001 -1.413  C43 1.093
58 H -8.938 9.562 -1.445  C45 1.092
59 H -9.400 9.933 0.199  C45 1.091
60 H -9.926 8.412 -0.562  C45 1.092
61 C 4.702 -8.375 4.908  O62 1.388, H70 1.090, H71 1.096, H72 1.102
62 O 4.532 -7.655 3.733  C61 1.388, C63 1.398
63 C 5.486 -6.667 3.475  O62 1.398, C64 1.546, H73 1.103, H74 1.102
64 C 5.063 -5.908 2.197  C63 1.546, N65 1.453, H75 1.087, H76 1.097
65 N 3.861 -5.114 2.377  C64 1.453, C66 1.445, H77 1.020
66 C 4.032 -3.939 3.201  N65 1.445, C67 1.552, H78 1.096, H79 1.097
67 C 2.737 -3.085 3.234  C66 1.552, O68 1.401, H80 1.090, H81 1.098
68 O 1.843 -3.509 4.227  C67 1.401, C69 1.412
69 C 2.014 -3.083 5.563  O68 1.412, H82 1.094, H83 1.091, H84 1.090
70 H 3.902 -9.098 5.066  C61 1.090
71 H 4.821 -7.778 5.819  C61 1.096
72 H 5.592 -9.023 4.869  C61 1.102
73 H 6.474 -7.156 3.417  C63 1.103
74 H 5.664 -5.973 4.312  C63 1.102
75 H 5.140 -6.618 1.377  C64 1.087
76 H 5.911 -5.215 2.128  C64 1.097
77 H 3.205 -5.717 2.873  N65 1.020
78 H 4.826 -3.363 2.712  C66 1.096
79 H 4.342 -4.117 4.238  C66 1.097
80 H 2.164 -3.091 2.308  C67 1.090
81 H 3.078 -2.047 3.347  C67 1.098
82 H 3.020 -3.347 5.903  C69 1.094
83 H 1.394 -3.724 6.191  C69 1.091
84 H 1.722 -2.047 5.731  C69 1.090
85 C 1.891 -4.509 -4.436  C86 1.508, H91 1.090, H92 1.094, H93 1.092
86 C 1.135 -3.208 -4.347  C85 1.508, C87 1.520, N90 1.469, H94 1.098
87 C -0.368 -3.382 -4.488  C86 1.520, O88 1.421, H95 1.098, H96 1.101
88 O -1.005 -2.116 -4.599  C87 1.421, C89 1.414
89 C -2.368 -2.297 -4.928  O88 1.414, H97 1.093, H98 1.092, H99 1.094
90 N 1.453 -2.440 -3.136  C86 1.469, H100 1.021, H101 1.013
91 H 2.975 -4.402 -4.471  C85 1.090
92 H 1.677 -4.976 -5.402  C85 1.094
93 H 1.607 -5.232 -3.668  C85 1.092
94 H 1.324 -2.557 -5.211  C86 1.098
95 H -0.816 -3.999 -3.697  C87 1.098
96 H -0.532 -3.988 -5.392  C87 1.101
97 H -2.818 -1.313 -4.772  C89 1.093
98 H -2.914 -3.024 -4.323  C89 1.092
99 H -2.506 -2.520 -5.990  C89 1.094
100 H 1.581 -3.189 -2.454  N90 1.021
101 H 0.733 -1.888 -2.684  N90 1.013
102 C -2.914 0.911 -0.216  C103 1.535, H108 1.088, H109 1.091, H110 1.093
103 C -1.435 0.512 -0.119  C102 1.535, C104 1.527, N107 1.461, H111 1.090
104 C -1.311 -0.741 -0.982  C103 1.527, O105 1.413, H112 1.091, H113 1.098
105 O 0.003 -1.258 -0.913  C104 1.413, C106 1.424
106 C 0.475 -1.748 0.339  O105 1.424, H114 1.096, H115 1.089, H116 1.099
107 N -0.634 1.598 -0.681  C103 1.461, H117 1.016, H118 1.019
108 H -3.309 0.838 -1.227  C102 1.088
109 H -3.108 1.876 0.255  C102 1.091
110 H -3.541 0.252 0.390  C102 1.093
111 H -1.180 0.377 0.933  C103 1.090
112 H -1.443 -0.477 -2.033  C104 1.091
113 H -2.024 -1.501 -0.637  C104 1.098
114 H -0.354 -2.383 0.672  C106 1.096
115 H 1.070 -1.158 1.033  C106 1.089
116 H 1.172 -2.575 0.141  C106 1.099
117 H -0.870 1.625 -1.669  N107 1.016
118 H 0.358 1.376 -0.618  N107 1.019
119 C 3.228 0.816 -2.141  C120 1.541, H125 1.086, H126 1.091, H127 1.093
120 C 2.912 1.513 -3.479  C119 1.541, C121 1.508, N124 1.454, H128 1.092
121 C 1.681 0.879 -4.074  C120 1.508, O122 1.412, H129 1.101, H130 1.100
122 O 1.318 1.346 -5.356  C121 1.412, C123 1.417
123 C -0.009 1.033 -5.741  O122 1.417, H131 1.095, H132 1.096, H133 1.085
124 N 2.685 2.908 -3.140  C120 1.454, H134 1.013, H135 1.016
125 H 3.989 1.331 -1.562  C119 1.086
126 H 3.521 -0.218 -2.325  C119 1.091
127 H 2.310 0.827 -1.546  C119 1.093
128 H 3.758 1.454 -4.167  C120 1.092
129 H 0.809 1.111 -3.442  C121 1.101
130 H 1.803 -0.214 -4.019  C121 1.100
131 H -0.719 1.332 -4.964  C123 1.095
132 H -0.041 -0.059 -5.815  C123 1.096
133 H -0.185 1.544 -6.683  C123 1.085
134 H 1.931 3.101 -2.491  N124 1.013
135 H 2.436 3.446 -3.966  N124 1.016
136 C 1.589 5.275 1.741  C137 1.533, H142 1.095, H143 1.093, H144 1.088
137 C 1.424 3.870 1.150  C136 1.533, C138 1.524, N141 1.473, H145 1.093
138 C 2.435 2.920 1.781  C137 1.524, O139 1.425, H146 1.097, H147 1.096
139 O 2.170 1.555 1.471  C138 1.425, C140 1.416
140 C 3.360 0.788 1.446  O139 1.416, H148 1.089, H149 1.091, H150 1.099
141 N 0.030 3.458 1.389  C137 1.473, H151 1.020, H152 1.030
142 H 2.617 5.628 1.609  C136 1.095
143 H 1.375 5.295 2.812  C136 1.093
144 H 0.919 6.001 1.284  C136 1.088
145 H 1.557 4.010 0.074  C137 1.093
146 H 2.381 2.959 2.877  C138 1.097
147 H 3.425 3.314 1.521  C138 1.096
148 H 4.022 1.207 0.690  C140 1.089
149 H 3.163 -0.279 1.332  C140 1.091
150 H 3.894 0.774 2.408  C140 1.099
151 H 0.029 3.012 2.305  N141 1.020
152 H -0.135 2.713 0.697  N141 1.030

The calculation puts the electronic energy at -72424.0119 eV. The HOMO energy is -8.54 eV. Its SMILES is COC[C@H](C)N.COC[C@H](C)N.COC[C@H](C)N.COC[C@H](C)N.COCCNCCOC.COCCNCCOC.CCO.CCO.CCO.CCO. The value obtained for the HOMO-LUMO gap is 8.9 eV. The molar mass is 807.21 g mol⁻¹. The value obtained for the energy above the lowest of the compared OMol25 structures with the same formula, charge and spin is 0.000 eV.